An isolated molecule of C19H22FN3O4, computed with ωB97M-V/def2-TZVPD.

Summary:
frontier orbital gap: 8.481 eV
HOMO energy: -8.006 eV

```
! wB97M-V def2-TZVPD RIJCOSX def2/J DEFGRID3
* xyz 0 1
C -8.064 -1.864 -1.617
N -6.927 -1.349 -0.898
C -7.028 -0.790 0.320
O -8.064 -0.686 0.941
C -5.699 -0.313 0.904
O -4.733 -0.180 -0.134
C -3.516 0.352 0.166
C -2.823 0.890 -0.867
O -1.594 1.419 -0.777
C -0.999 1.440 0.422
C 0.376 2.049 0.385
N 1.283 1.200 -0.369
C 1.583 -0.042 0.321
C 2.409 -0.952 -0.595
N 3.643 -0.299 -0.981
C 4.791 -0.454 -0.223
C 5.632 0.610 0.127
C 6.809 0.416 0.824
C 7.202 -0.850 1.215
C 6.403 -1.929 0.876
C 5.241 -1.726 0.166
F 4.530 -2.835 -0.175
C 3.346 0.962 -1.619
C 2.515 1.883 -0.719
C -1.589 0.937 1.526
C -2.900 0.309 1.506
O -3.401 -0.214 2.489
H -8.220 -1.310 -2.545
H -8.936 -1.745 -0.976
H -7.926 -2.921 -1.849
H -6.023 -1.364 -1.343
H -5.866 0.643 1.409
H -5.374 -1.037 1.659
H -3.218 0.916 -1.872
H 0.722 2.226 1.418
H 0.312 3.009 -0.135
H 0.646 -0.540 0.577
H 2.145 0.143 1.255
H 2.603 -1.893 -0.089
H 1.835 -1.154 -1.505
H 5.359 1.618 -0.143
H 7.420 1.272 1.072
H 8.116 -1.002 1.766
H 6.678 -2.939 1.140
H 4.267 1.450 -1.936
H 2.752 0.736 -2.511
H 2.269 2.798 -1.264
H 3.093 2.156 0.182
H -1.079 0.954 2.476
*
```